{
  "formula": "C2H4NO2",
  "method": "wB97M-V/def2-TZVPD",
  "species": ["C", "C", "N", "O", "O", "H", "H", "H", "H"],
  "positions_angstrom": [[1.4021, 0.1227, 0.0360], [0.0786, -0.1195, 0.6690], [-2.2527, -0.0755, -0.3878], [-2.3042, 1.1592, -0.7912], [0.9766, -1.1620, 0.2222], [1.4984, 0.4615, -1.0859], [2.2613, 0.4814, 0.5014], [0.0044, -0.0825, 1.8339], [-1.6645, -0.7852, -0.9976]],
  "lumo_energy_ev": [4.5, 4.5],
  "total_charge": -1
}

---

{
  "formula": "C20H25IMoN4O2SSi2",
  "method": "wB97M-V/def2-TZVPD",
  "species": ["Mo", "C", "Si", "C", "C", "C", "C", "C", "C", "C", "Si", "C", "C", "H", "H", "H", "H", "H", "H", "H", "H", "H", "H", "H", "H", "H", "H", "H", "H", "N", "C", "C", "C", "C", "C", "C", "S", "O", "O", "N", "C", "N", "C", "C", "C", "N", "H", "H", "H", "H", "H", "H", "H", "H", "H", "I"],
  "positions_angstrom": [[1.1877, 1.9224, -1.4386], [1.7739, 0.6047, 2.0271], [2.3500, 0.3650, 0.2613], [4.2366, 0.4958, 0.1994], [1.8717, -1.3863, -0.1139], [2.2699, -2.4394, 0.7614], [1.7393, -3.7425, 0.6103], [0.8991, -3.9646, -0.4534], [0.6693, -2.9912, -1.4343], [1.0707, -1.6693, -1.2378], [0.5677, -0.2789, -2.4183], [2.7397, 0.8938, -2.7123], [0.4570, -0.7964, -4.2166], [2.4801, 0.1549, 2.7883], [0.8473, 0.0950, 2.1442], [1.4977, 1.6031, 2.2957], [4.5892, 0.3623, 1.2128], [4.4709, 1.4201, -0.2411], [4.6940, -0.2704, -0.4367], [3.0920, -2.3440, 1.4636], [2.1604, -4.4824, 1.2604], [0.4161, -4.8796, -0.6973], [0.0714, -3.2302, -2.3025], [2.9944, -0.1543, -2.6742], [3.6423, 1.3445, -2.3428], [2.6169, 1.1619, -3.8297], [0.6396, 0.0268, -4.9710], [-0.5105, -1.2512, -4.3145], [1.0657, -1.6624, -4.4391], [-4.4947, -2.3568, 3.2439], [-3.8504, -1.7184, 2.1992], [-4.6292, -0.8211, 1.4832], [-4.0009, -0.1860, 0.3494], [-2.6310, -0.4815, 0.1302], [-1.8339, -1.2792, 0.9806], [-2.5504, -2.0561, 1.8394], [-1.9546, 0.4976, -1.1704], [-3.0289, 1.2627, -1.7483], [-1.3136, -0.3900, -2.1678], [-0.7275, 1.3070, -0.5703], [-0.8001, 2.4284, 0.2509], [-1.6625, 2.6164, 1.1810], [-1.5232, 3.7454, 1.9233], [-0.5979, 4.7236, 1.7120], [0.2340, 4.4587, 0.6213], [0.2025, 3.3132, -0.0633], [-5.2190, -1.8418, 3.7658], [-4.0326, -3.1349, 3.7138], [-5.6215, -0.5646, 1.7727], [-4.5132, 0.5314, -0.2119], [-0.7354, -1.3624, 0.8136], [-1.9960, -2.7869, 2.4505], [-2.2486, 3.9050, 2.7046], [-0.5716, 5.7273, 2.1171], [1.0434, 5.1456, 0.3254], [2.4567, 4.4098, -2.3969]],
  "lumo_energy_ev": [-0.4, -0.6],
  "multiplicity": 3,
  "s2": 2.029
}